An isolated molecule of C2HCl3O at a distorted geometry. Source: the OMol25 dataset; level of theory: ωB97M-V with the def2-TZVPD basis set.

Last column: Mulliken charge in e.
Atoms and positions in Å:
O -1.9572 -0.6727 0.1099  -0.389
C -0.7390 -0.6865 0.0081  -0.045
C 0.3365 0.5092 0.0165  0.485
Cl 1.3509 0.3503 1.4291  -0.091
Cl -0.2881 2.1824 -0.2502  -0.109
Cl 1.4344 -0.0225 -1.3510  -0.139
H -0.1375 -1.6601 0.0375  0.289

Cartesian forces (eV/Å) of the 2 atoms listed first:
O 3.3 0.7 -0.6
C -1.5 -0.7 1.3

As for the HOMO-LUMO gap: 10.83 eV. For the total energy, the calculation gives -1532.58928 Eh. As for the HOMO energy: -10.921 eV. As for the SMILES: O=CC(Cl)(Cl)Cl. The value obtained for the strongest force on any atom is 3.46 eV/Å.